Record 1
Computed, not measured: one molecule with the formula C4H10N2O2, with ωB97M-V with the def2-TZVPD basis set.

* LUMO energy: 0.7 eV
* SMILES: C[C@H](O)[C@H](N)C(N)=O
* relative energy (zero: lowest compared OMol25 entry of this formula, charge and spin): 251.8 kJ/mol
* maximum force: 4.6 eV/Å
* total energy: -11384.29268 eV
* M: 118.1 g mol⁻¹

The geometry in ORCA input format:
```
! wB97M-V def2-TZVPD RIJCOSX def2/J DEFGRID3
* xyz 0 1
C 0.24939 1.91103 0.00142
C 0.26573 0.64125 -0.85187
O -0.95401 0.45803 -1.51976
C 0.71076 -0.44446 0.17955
N 1.37300 -1.63050 -0.42125
C -0.46585 -1.02821 1.06805
N -1.71151 -0.52319 0.90575
O -0.18309 -1.92523 1.86603
H -0.65064 1.75317 0.58001
H 1.19201 2.11351 0.52601
H 0.20257 2.82814 -0.63850
H 1.07120 0.66158 -1.81783
H -0.71504 -0.22289 -2.14534
H 1.54324 -0.08011 0.91479
H 0.76534 -2.13585 -1.01843
H 1.75098 -2.15541 0.35557
H -2.06316 0.27807 0.27353
H -2.38092 -0.49895 1.74228
*
```

***

Record 2
Computed, not measured: a 15-piece molecular cluster, C25H44Cl28F4O6S overall, with ωB97M-V with the def2-TZVPD basis set.

* LUMO energy: 0.2 eV
* maximum force: 3.6 eV/Å
* total energy: -411256.14734 eV
* M: 1541.4 g mol⁻¹

The geometry in ORCA input format:
```
! wB97M-V def2-TZVPD RIJCOSX def2/J DEFGRID3
* xyz 0 1
C -1.00077 5.66559 6.65438
S -1.55977 6.72293 5.33883
O -0.75584 7.92511 5.34524
O -2.96091 7.01100 5.52590
C -1.41834 5.86854 3.69289
C -0.19322 6.30493 2.86681
C 1.11117 6.42179 3.64429
C 2.29315 6.30662 2.64773
C 2.57575 4.89261 2.15122
O 2.01419 4.71753 0.85447
O -2.51733 6.47862 2.99961
C -2.84134 5.68220 1.95547
O -3.44291 6.00160 0.93674
O -2.39287 4.42614 2.24563
C -1.80737 4.35998 3.57319
C -0.68404 3.35899 3.33734
C 0.24817 3.06794 4.48497
F -0.35700 2.29153 5.45175
C -3.00769 3.83239 4.38518
F -3.38806 2.65213 3.82319
F -4.07191 4.64796 4.33973
F -2.70516 3.56572 5.66936
H -0.49007 6.28764 7.37390
H -0.39163 4.83352 6.33354
H -1.89187 5.28653 7.13492
H -0.10217 5.69266 1.97865
H -0.45682 7.29470 2.51687
H 1.22236 7.38695 4.10846
H 1.23661 5.68114 4.42716
H 1.98006 6.88584 1.78473
H 3.16456 6.75981 3.09968
H 3.65118 4.75558 2.08273
H 2.19370 4.14943 2.84729
H 1.52023 3.89895 0.75621
H -0.13257 3.68903 2.47541
H -1.16455 2.42209 3.08131
H 1.08243 2.48885 4.09942
H 0.66904 3.94287 4.96368
C -0.82472 1.54331 -1.05226
Cl -0.53905 -0.08829 -1.64258
Cl 0.43861 2.05010 0.09856
H -0.80195 2.23165 -1.88766
H -1.78975 1.57654 -0.55843
C -1.35730 -3.99857 -1.68463
Cl 0.25131 -3.45555 -2.17522
Cl -1.69566 -5.63808 -2.25772
H -1.41108 -3.98982 -0.60376
H -2.09228 -3.32540 -2.10585
C -3.79573 -1.07533 4.62493
Cl -3.17619 -2.40103 3.63570
Cl -5.10580 -1.60772 5.68934
H -2.99096 -0.69182 5.23320
H -4.17536 -0.30079 3.97109
C -1.76035 -4.10949 -6.10716
Cl -0.04303 -3.91827 -5.72852
Cl -2.78457 -3.25952 -4.93959
H -1.94506 -3.70150 -7.09224
H -2.00374 -5.16212 -6.08460
C -2.20269 -7.22319 -8.63126
Cl -0.66258 -6.46442 -8.20682
Cl -3.55235 -6.07783 -8.55890
H -2.12882 -7.60683 -9.64141
H -2.38865 -8.03158 -7.92416
C -4.47990 -1.69098 0.04495
Cl -4.92531 -2.29537 -1.55599
Cl -2.75139 -1.31681 0.14457
H -5.04165 -0.78673 0.24417
H -4.71413 -2.44974 0.78232
C 2.76702 -5.89559 -6.45273
Cl 2.94264 -7.49886 -5.71528
Cl 4.28218 -4.98749 -6.39058
H 2.48137 -6.02164 -7.48697
H 2.00736 -5.34347 -5.91415
C 0.07255 -10.00095 -5.92420
Cl -1.51034 -9.26713 -6.23214
Cl 0.70152 -10.82062 -7.35454
H 0.76221 -9.21507 -5.64160
H -0.03334 -10.72300 -5.12434
C 4.83623 5.61485 -1.42284
Cl 4.88621 3.92386 -0.90903
Cl 4.64687 6.71925 -0.05656
H 5.76584 5.84764 -1.92668
H 3.99709 5.75000 -2.09360
C 3.85053 6.82114 6.89198
Cl 2.29512 7.62729 6.68871
Cl 4.14194 5.65785 5.59198
H 4.63538 7.56711 6.87929
H 3.85223 6.28942 7.83534
C -7.29779 -4.76687 5.92111
Cl -6.22515 -5.84260 6.82362
Cl -7.92816 -5.53786 4.46003
H -8.13163 -4.49605 6.55665
H -6.73783 -3.88720 5.63114
C 4.40225 -4.87444 -10.42850
Cl 3.10035 -4.26885 -9.40059
Cl 4.09938 -6.53309 -10.95389
H 4.48431 -4.24197 -11.30341
H 5.32301 -4.85238 -9.85732
C 1.96844 -0.73476 2.08780
Cl 0.55732 -1.56982 2.74557
Cl 2.75939 0.28875 3.29786
H 2.67894 -1.47465 1.74101
H 1.64595 -0.10879 1.26653
C 6.55103 -7.87695 -6.08359
Cl 6.30140 -8.38321 -7.75813
Cl 8.24956 -7.51283 -5.74858
H 5.96212 -6.98701 -5.90221
H 6.23310 -8.67933 -5.42972
*
```

***

Record 3
Computed, not measured: one molecule with the formula C3H3F3, with ωB97M-V with the def2-TZVPD basis set.

* LUMO energy: 1.1 eV
* SMILES: C=CC(F)(F)F
* relative energy (zero: lowest compared OMol25 entry of this formula, charge and spin): 26.3 kJ/mol
* maximum force: 5.1 eV/Å
* total energy: -11311.28549 eV
* M: 96.1 g mol⁻¹

The geometry in ORCA input format:
```
! wB97M-V def2-TZVPD RIJCOSX def2/J DEFGRID3
* xyz 0 1
C -0.01186 0.56662 -0.42610
C 0.72069 -0.20089 0.34734
C 2.31280 -0.19090 0.04487
F 2.82051 0.77292 0.86843
F 2.92753 -1.32321 0.37455
F 2.58151 0.12944 -1.20590
H -1.00233 0.79753 -0.33633
H 0.49170 1.12633 -1.18624
H 0.54919 -0.85963 1.09118
*
```

***

Record 4
Computed, not measured: C3H4CuO as an isolated structure, with ωB97M-V with the def2-TZVPD basis set.

* LUMO energy (alpha / beta): -1.1 / -1.0 eV
* relative energy (zero: lowest compared OMol25 entry of this formula, charge and spin): 172.2 kJ/mol
* maximum force: 2.4 eV/Å
* total energy: -49855.37361 eV
* M: 119.6 g mol⁻¹

The geometry in ORCA input format:
```
! wB97M-V def2-TZVPD RIJCOSX def2/J DEFGRID3
* xyz 0 2
C -2.50847 -0.22031 -0.20005
C -1.26166 0.62861 0.05002
C -1.36434 -0.91281 -0.21972
H -3.40664 -0.22907 0.42060
H -1.12977 1.03654 1.06373
H -0.83779 1.24545 -0.76252
H -0.99400 -1.72681 0.40848
O -3.70474 0.77656 -1.68922
Cu -3.17011 2.41354 -1.46657
*
```

***

Record 5
Computed, not measured: a 2-piece molecular cluster, C2H8N4O overall, with ωB97M-V with the def2-TZVPD basis set.

* LUMO energy: 0.6 eV
* SMILES: [H]/N=N/[H].CC(=O)NN
* relative energy (zero: lowest compared OMol25 entry of this formula, charge and spin): 308.7 kJ/mol
* maximum force: 1.8 eV/Å
* total energy: -10209.41361 eV
* M: 104.1 g mol⁻¹

The geometry in ORCA input format:
```
! wB97M-V def2-TZVPD RIJCOSX def2/J DEFGRID3
* xyz 0 1
H 0.05178 3.22959 -0.47554
N 0.88317 2.88347 0.02527
N 1.83474 2.64381 -0.74127
H 2.65733 2.28332 -0.23729
C -1.73084 -0.26207 -0.06717
C -1.19584 -1.61779 0.31403
O -1.93273 -2.57321 0.55083
N 0.17321 -1.76113 0.38326
N 1.06637 -0.72336 0.09843
H -2.82457 -0.29014 -0.05678
H -1.39958 0.49193 0.65187
H -1.40093 0.00396 -1.07498
H 0.50103 -2.68700 0.65262
H 1.81902 -0.72537 0.78921
H 1.49783 -0.89600 -0.81251
*
```

***

Record 6
Computed, not measured: a 2-piece molecular cluster, C5H11NO overall, with ωB97M-V with the def2-TZVPD basis set.

* LUMO energy: 0.5 eV
* SMILES: C=C/C=C/CN.O
* relative energy (zero: lowest compared OMol25 entry of this formula, charge and spin): 297.2 kJ/mol
* maximum force: 2.3 eV/Å
* total energy: -8898.61700 eV
* M: 101.1 g mol⁻¹

The geometry in ORCA input format:
```
! wB97M-V def2-TZVPD RIJCOSX def2/J DEFGRID3
* xyz 0 1
C 0.69580 0.73762 2.29367
C -0.49300 1.31555 2.09017
C -1.20550 1.35723 0.82844
C -1.47843 0.20659 0.16338
C -1.41261 0.02631 -1.35041
N -1.31283 -1.38796 -1.73729
H 1.07270 0.69936 3.31026
H 1.34778 0.43017 1.49801
H -1.02617 1.85211 2.86973
H -1.53564 2.33461 0.47714
H -1.42256 -0.69708 0.77523
H -0.63288 0.67033 -1.76358
H -2.32645 0.52972 -1.73416
H -0.52203 -1.47449 -2.36270
H -2.10542 -1.59630 -2.33439
O 4.34047 -1.86031 -0.75663
H 4.59071 -1.60344 -1.65114
H 3.42607 -1.54001 -0.61572
*
```